Entry 1:
Below is the ion C4H12BNO5P with charge +1, with properties calculated with wB97M-V/def2-TZVPD.

Results
HOMO-LUMO gap (eV): 11.1
SMILES string: COB(O)[N@H+](COC(C)=O)[PH2]=O
Lowest unoccupied orbital energy (eV): -3.576

ORCA input file:
```
! RIJCOSX wB97M-V def2-TZVPD def2/J DEFGRID3
* xyz 1 1
C 0.17046 -0.89143 -2.74285
O -0.51949 0.38647 -2.76083
B -0.25680 1.35001 -1.88183
O -0.04332 2.62657 -2.24451
N -0.38019 1.06380 -0.32689
C 0.83351 0.47501 0.33679
O 0.59327 0.61168 1.70463
C 1.23734 -0.39330 2.50015
C 0.33288 -1.49611 2.89187
O 2.37858 -0.25422 2.75460
P -1.82226 0.04304 0.07094
O -1.49838 -1.36527 -0.13143
H 0.19720 -1.24182 -3.76706
H 1.19528 -0.77781 -2.40319
H -0.37591 -1.60782 -2.14250
H 0.38389 3.20874 -1.60614
H -0.52975 1.97144 0.12447
H 1.69682 1.06563 0.03548
H 0.92747 -0.56401 0.03544
H -0.57269 -1.09844 3.34159
H 0.86322 -2.14304 3.57727
H 0.03294 -2.05044 2.00305
H -2.06721 0.43834 1.38331
H -2.77688 0.64301 -0.75236
*
```

Population analysis type natural (NBO), resulting atomic charges in e:
1. C -0.26
2. O -0.70
3. B 1.26
4. O -0.84
5. N -0.91
6. C 0.09
7. O -0.59
8. C 0.80
9. C -0.74
10. O -0.46
11. P 1.66
12. O -1.03
13. H 0.23
14. H 0.18
15. H 0.22
16. H 0.51
17. H 0.45
18. H 0.21
19. H 0.22
20. H 0.25
21. H 0.27
22. H 0.26
23. H -0.03
24. H -0.03


Entry 2:
Below is a structure of composition C4H12BrLiO4 in a non-equilibrium geometry, with properties calculated with wB97M-V/def2-TZVPD.

Results
HOMO-LUMO gap (eV): 8.0
Energy above the lowest of the compared OMol25 structures with the same formula, charge and spin (kJ/mol): 0.0
Lowest unoccupied orbital energy (eV): -1.377

ORCA input file:
```
! RIJCOSX wB97M-V def2-TZVPD def2/J DEFGRID3
* xyz 0 1
Li 8.66381 -23.83698 16.87247
Br 7.77433 -25.88721 17.62572
C 4.69988 -27.86444 19.91486
C 4.01716 -28.31466 18.64506
O 4.75485 -27.98012 17.48443
O 5.13055 -26.51834 19.84852
H 5.54128 -28.51165 20.19273
H 4.02338 -27.93253 20.76992
H 3.00634 -27.87426 18.65852
H 3.83557 -29.39149 18.67240
H 5.02869 -27.05620 17.62541
H 5.94285 -26.52502 19.32041
C 9.49724 -29.12471 15.25400
C 8.19416 -29.80377 14.89724
O 7.07053 -28.91477 14.85080
O 9.55877 -28.68551 16.60437
H 9.75910 -28.30456 14.58034
H 10.22432 -29.93504 15.12494
H 7.90138 -30.61556 15.56762
H 8.24234 -30.23129 13.88977
H 6.54850 -28.96173 15.65626
H 8.82312 -28.06683 16.77834
*
```

Population analysis type natural (NBO), resulting atomic charges in e:
1. Li 0.95
2. Br -0.92
3. C -0.09
4. C -0.09
5. O -0.72
6. O -0.73
7. H 0.16
8. H 0.18
9. H 0.15
10. H 0.18
11. H 0.48
12. H 0.48
13. C -0.09
14. C -0.09
15. O -0.75
16. O -0.74
17. H 0.16
18. H 0.17
19. H 0.17
20. H 0.17
21. H 0.48
22. H 0.49


Entry 3:
Below is a structure of composition C4H12ClMnO4 in a non-equilibrium geometry, with properties calculated with wB97M-V/def2-TZVPD.

Results
HOMO-LUMO gap (spin up / spin down) (eV): 3.6 / 3.6
Energy above the lowest of the compared OMol25 structures with the same formula, charge and spin (kJ/mol): 346.3
Lowest unoccupied orbital energy (spin up / spin down) (eV): -8.480 / -8.448

ORCA input file:
```
! RIJCOSX wB97M-V def2-TZVPD def2/J DEFGRID3
* xyz 1 6
Mn 26.87695 -21.66393 18.96424
Cl 27.39968 -22.87584 20.96071
C 29.28744 -26.78929 19.95841
C 27.80200 -26.68750 19.71384
O 27.08037 -26.18977 20.82417
O 29.81861 -25.46924 20.20423
H 29.89782 -27.35338 19.25588
H 29.50575 -27.29359 20.90700
H 27.38979 -27.67724 19.51522
H 27.65026 -26.05296 18.83140
H 27.34094 -25.26932 20.93474
H 29.78031 -25.25762 21.13892
C 23.50645 -23.46914 24.80010
C 24.43903 -23.57944 23.61909
O 25.67185 -22.91444 23.87545
O 22.93204 -22.15889 24.91320
H 24.05116 -23.67770 25.72443
H 22.66799 -24.15751 24.71950
H 23.97605 -23.33522 22.66165
H 24.68183 -24.65304 23.60899
H 26.10845 -22.72870 23.04156
H 23.65951 -21.57914 25.16085
*
```

Population analysis type natural (NBO), resulting atomic charges in e:
1. Mn 1.65
2. Cl -0.64
3. C -0.11
4. C -0.09
5. O -0.71
6. O -0.75
7. H 0.20
8. H 0.18
9. H 0.20
10. H 0.14
11. H 0.45
12. H 0.47
13. C -0.09
14. C -0.10
15. O -0.73
16. O -0.72
17. H 0.18
18. H 0.19
19. H 0.16
20. H 0.17
21. H 0.46
22. H 0.47


Entry 4:
Below is a cluster of 2 separate species, C4H12ClNO2Si in total in a non-equilibrium geometry, with properties calculated with wB97M-V/def2-TZVPD.

Results
HOMO-LUMO gap (eV): 8.4
SMILES string: CO[Si@@H](Cl)N(C)C.C=O
Energy above the lowest of the compared OMol25 structures with the same formula, charge and spin (kJ/mol): 216.5
Lowest unoccupied orbital energy (eV): 0.336

ORCA input file:
```
! RIJCOSX wB97M-V def2-TZVPD def2/J DEFGRID3
* xyz 0 1
C 0.65290 1.82288 -1.90967
O -0.42247 1.26678 -1.12873
Si -0.86795 0.51577 0.17990
Cl -2.61601 1.16190 0.77995
N -0.85983 -1.19030 -0.10810
C 0.28972 -1.84529 -0.69783
C -1.62814 -2.05109 0.78603
H 0.22019 2.76579 -1.92717
H 0.60120 1.25435 -2.88136
H 1.58568 1.82639 -1.32447
H -0.57365 0.36324 1.47133
H 0.42085 -1.26763 -1.61704
H 1.03894 -1.71076 0.12501
H -0.01407 -2.91903 -0.77272
H -2.20118 -1.55497 1.55228
H -2.26729 -2.74370 0.16785
H -0.89996 -2.70375 1.33705
C 1.80742 1.72336 1.43662
O 2.52835 1.54246 0.52623
H 1.49664 1.04574 2.13514
H 1.70868 2.69785 1.86974
*
```

Population analysis type natural (NBO), resulting atomic charges in e:
1. C -0.24
2. O -0.92
3. Si 1.79
4. Cl -0.40
5. N -0.89
6. C -0.42
7. C -0.42
8. H 0.19
9. H 0.19
10. H 0.22
11. H -0.27
12. H 0.21
13. H 0.18
14. H 0.20
15. H 0.21
16. H 0.19
17. H 0.17
18. C 0.29
19. O -0.50
20. H 0.12
21. H 0.09


Entry 5:
Below is a structure of composition C4H12FNa2O2S2Tl in a non-equilibrium geometry, with properties calculated with wB97M-V/def2-TZVPD.

Results
HOMO-LUMO gap (eV): 2.5
Lowest unoccupied orbital energy (eV): -19.628

ORCA input file:
```
! RIJCOSX wB97M-V def2-TZVPD def2/J DEFGRID3
* xyz 4 1
Na 14.36560 21.37145 -9.77358
Na 16.80929 20.44670 -11.45138
Tl 15.78925 18.40044 -7.79307
F 14.77560 19.06607 -10.48979
C 14.04631 17.35678 -13.60248
S 15.03355 16.35722 -12.45918
O 15.05084 14.96146 -13.14628
C 16.60183 17.26879 -12.93961
H 14.03616 17.06690 -14.65319
H 14.40001 18.38755 -13.62505
H 13.02710 17.31502 -13.21832
H 16.91507 17.04279 -13.95887
H 17.45027 16.90094 -12.36260
H 16.42336 18.33439 -12.79554
C 12.36421 17.01107 -9.38962
S 12.23956 16.39730 -7.64237
O 13.57255 16.85773 -6.97407
C 11.02588 17.75092 -7.27051
H 13.00531 16.29517 -9.90400
H 12.60902 18.06814 -9.49340
H 11.47309 16.66629 -9.91413
H 11.53886 18.68606 -7.04592
H 10.41321 17.68297 -6.37155
H 10.27251 17.90537 -8.04297
*
```

Population analysis type natural (NBO), resulting atomic charges in e:
1. Na 0.99
2. Na 0.99
3. Tl 0.99
4. F -0.98
5. C -0.79
6. S 1.38
7. O -0.38
8. C -0.74
9. H 0.34
10. H 0.27
11. H 0.28
12. H 0.33
13. H 0.29
14. H 0.20
15. C -0.78
16. S 1.42
17. O -0.72
18. C -0.82
19. H 0.25
20. H 0.27
21. H 0.30
22. H 0.27
23. H 0.33
24. H 0.30


Entry 6:
Below is a structure of composition C4H12FeN2O10 in a non-equilibrium geometry, with properties calculated with wB97M-V/def2-TZVPD.

Results
HOMO-LUMO gap (spin up / spin down) (eV): 7.9 / 3.0
Energy above the lowest of the compared OMol25 structures with the same formula, charge and spin (kJ/mol): 788.6
Lowest unoccupied orbital energy (spin up / spin down) (eV): -0.878 / -3.976

ORCA input file:
```
! RIJCOSX wB97M-V def2-TZVPD def2/J DEFGRID3
* xyz 0 5
Fe -0.23287 -0.27955 0.12622
N -3.03690 -3.15788 0.95399
O -2.78310 -4.21888 1.48225
O -4.15704 -2.75355 0.98707
O -2.07988 -2.64962 0.39863
N 0.61471 -1.24118 4.21380
O 0.00099 -0.85796 3.24549
O 0.95537 -0.47691 5.11439
O 0.86548 -2.44308 4.22075
C -1.47791 1.17937 -3.01667
C -2.60613 1.63033 -2.04913
O -2.34854 1.21971 -0.67306
O -0.57181 0.25653 -2.51576
H -1.06423 2.09443 -3.44049
H -1.90208 0.72680 -3.91297
H -3.40619 0.90218 -2.18247
H -3.05119 2.62526 -2.06116
H -3.16887 1.30446 -0.18168
H -0.18489 -0.29737 -3.19774
C 3.42987 -0.02153 0.36745
C 3.10044 1.48366 0.06419
O 1.74521 1.68424 0.46204
O 2.47720 -0.92625 -0.14890
H 3.30487 -0.11308 1.44638
H 4.41795 -0.28380 -0.01068
H 2.98766 1.68108 -1.00183
H 3.86595 2.13550 0.48514
H 1.53388 2.59222 0.69116
H 2.77206 -1.79509 0.13357
*
```

Population analysis type natural (NBO), resulting atomic charges in e:
1. Fe 1.10
2. N 0.72
3. O -0.33
4. O -0.40
5. O -0.47
6. N 0.72
7. O -0.50
8. O -0.46
9. O -0.44
10. C -0.08
11. C -0.10
12. O -0.77
13. O -0.75
14. H 0.16
15. H 0.18
16. H 0.18
17. H 0.20
18. H 0.50
19. H 0.50
20. C -0.09
21. C -0.08
22. O -0.77
23. O -0.76
24. H 0.19
25. H 0.18
26. H 0.17
27. H 0.19
28. H 0.49
29. H 0.49